Entry 1:
Entry from the OMol25 dataset: 2 unconnected molecules or ions with the total composition C6H11N4 (the ωB97M-V functional and the def2-TZVPD basis).

```
21
Properties=species:S:1:pos:R:3
C -1.99 0.73 1.75
C -3.22 -0.33 0.28
C -1.26 0.51 0.68
C 1.31 0.34 0.62
C -1.53 -0.48 -1.59
C 3.19 -0.19 -0.89
N -3.28 0.27 1.46
N -1.97 -0.10 -0.30
N 1.77 0.05 -0.58
N 1.78 0.29 1.82
H -1.89 1.45 2.62
H -4.11 -0.64 -0.39
H -2.35 -0.90 -2.19
H -1.10 0.40 -2.01
H -0.89 -1.28 -1.62
H 3.57 -1.24 -0.48
H 3.18 -0.28 -2.00
H 3.73 0.73 -0.70
H 1.07 -0.20 -1.24
H 1.19 0.58 2.62
H 2.79 0.28 2.15
```

## Properties
energy above the lowest of the compared OMol25 structures with the same formula, charge and spin	5.4681	eV
charge	+1
frontier orbital gap (alpha / beta)	7.58 / 7.41	eV
HOMO level (alpha / beta)	-12.98 / -13.07	eV
energy	-12348.99770	eV

Entry 2:
Entry from the OMol25 dataset: a molecular structure, C6H11N4O3 (the ωB97M-V functional and the def2-TZVPD basis).

```
24
Properties=species:S:1:pos:R:3
C -1.17 0.56 0.03
C 0.19 0.88 -0.11
C 2.75 -0.57 -0.07
C -3.46 0.60 0.09
C -3.04 -0.84 0.04
C 3.48 -1.88 -0.14
N -2.21 1.37 -0.12
N 1.46 -0.52 -0.34
N 0.76 2.14 -0.02
N -1.56 -0.79 0.13
O 3.51 0.27 0.56
O -0.06 3.02 0.08
O 1.95 2.23 -0.11
H -4.07 1.03 -0.74
H -3.94 0.99 1.14
H -3.37 -1.33 0.95
H -3.16 -1.26 -0.93
H 4.58 -1.78 -0.23
H 3.36 -2.43 -0.99
H 3.10 -2.50 0.74
H -2.05 2.27 -0.51
H 1.03 -1.30 -0.76
H -1.06 -1.31 0.79
H 3.02 1.13 0.52
```

## Properties
energy above the lowest of the compared OMol25 structures with the same formula, charge and spin	3.0176	eV
charge	+1
frontier orbital gap	9.39	eV
HOMO level	-13.07	eV
energy	-18491.30934	eV

Entry 3:
Entry from the OMol25 dataset: a gas-phase ion, C6H11N5 (charge +2) (the ωB97M-V functional and the def2-TZVPD basis).

```
22
Properties=species:S:1:pos:R:3
C 0.80 -0.74 -0.32
C 1.09 0.62 -2.44
C -0.48 1.94 -2.04
C 0.54 0.32 -1.11
C 0.62 -1.14 1.09
C -1.04 1.62 0.28
N 0.36 1.53 -3.02
N 1.71 -0.90 1.82
N -1.60 -1.81 0.73
N -0.55 -1.52 1.64
N -0.42 1.30 -0.90
H 1.51 -1.42 -0.70
H 2.14 0.37 -2.75
H -1.11 2.82 -2.18
H -0.50 1.02 1.04
H -1.09 2.71 0.30
H -2.11 1.26 0.38
H 2.56 -0.49 1.32
H 1.74 -0.99 2.85
H -2.42 -2.28 1.24
H -1.10 -2.48 0.10
H -0.63 -1.74 2.66
```

## Properties
energy above the lowest of the compared OMol25 structures with the same formula, charge and spin	3.5020	eV
charge	+2
frontier orbital gap	7.62	eV
HOMO level	-17.82	eV
energy	-13830.92685	eV

Entry 4:
Entry from the OMol25 dataset: a molecular structure, C6H11N5PRh (the ωB97M-V functional and the def2-TZVPD basis).

```
24
Properties=species:S:1:pos:R:3
C 1.45 2.14 -0.95
C 1.60 1.12 -1.98
C 0.32 0.85 -2.57
C -0.66 1.65 -1.86
C 0.03 2.48 -0.88
Rh 0.43 0.71 0.26
P 1.35 1.45 2.13
H 2.25 2.69 -0.49
H 2.55 0.70 -2.31
H 0.11 0.08 -3.30
H -0.39 3.31 -0.36
H -1.71 1.71 -2.10
H 0.73 2.60 2.68
H 2.74 1.77 2.06
H 1.29 0.49 3.17
N -2.88 -3.46 0.50
N -1.74 -2.71 0.68
N -0.55 -3.29 1.01
C 0.29 -2.27 0.85
N -0.34 -1.15 0.43
N -1.65 -1.45 0.25
H -3.69 -2.87 0.55
H -2.90 -4.21 1.17
H 1.35 -2.34 1.06
```

## Properties
energy above the lowest of the compared OMol25 structures with the same formula, charge and spin	0.0000	eV
charge	0
2S+1	5
frontier orbital gap (alpha / beta)	4.47 / 6.17	eV
HOMO level (alpha / beta)	-3.96 / -7.87	eV
energy	-26139.64931	eV

Entry 5:
Entry from the OMol25 dataset: a gas-phase ion, C6H11NO (charge -1) (the ωB97M-V functional and the def2-TZVPD basis).

```
19
Properties=species:S:1:pos:R:3
C -1.88 -1.56 1.51
O -1.75 -2.80 0.74
C -1.22 -0.40 0.78
C 0.32 -0.31 1.04
C 0.94 0.79 0.21
C 1.14 0.57 -1.13
N 1.63 1.45 -2.04
C 1.63 2.75 -1.83
H -2.95 -1.43 1.70
H -1.30 -1.81 2.39
H -2.50 -2.94 0.20
H -1.37 -0.43 -0.31
H -1.79 0.52 1.00
H 0.64 -1.29 0.69
H 0.37 -0.10 2.11
H 1.26 1.73 0.65
H 0.80 -0.36 -1.58
H 1.27 3.25 -0.93
H 2.01 3.39 -2.62
```

## Properties
energy above the lowest of the compared OMol25 structures with the same formula, charge and spin	1.3582	eV
charge	-1
2S+1	2
frontier orbital gap (alpha / beta)	3.50 / 6.17	eV
HOMO level (alpha / beta)	-0.12 / -2.81	eV
energy	-9935.53682	eV

Entry 6:
Entry from the OMol25 dataset: a gas-phase ion, C6H11NO (charge -1) (the ωB97M-V functional and the def2-TZVPD basis).

```
19
Properties=species:S:1:pos:R:3
O -2.70 1.13 -2.53
C -1.89 0.31 -1.94
C -0.47 0.72 -1.65
C -0.23 1.20 -0.16
C 0.41 0.13 0.68
C -0.34 -0.69 1.42
N 0.11 -1.88 2.02
C 1.86 -0.12 0.42
H -2.27 -0.53 -1.34
H -0.24 1.57 -2.31
H 0.32 -0.01 -1.91
H 0.46 2.06 -0.18
H -1.21 1.47 0.23
H -1.36 -0.48 1.66
H 1.08 -2.12 1.89
H -0.40 -2.25 2.79
H 2.39 0.82 0.26
H 2.05 -0.66 -0.52
H 2.42 -0.66 1.19
```

## Properties
energy above the lowest of the compared OMol25 structures with the same formula, charge and spin	0.9633	eV
charge	-1
2S+1	2
frontier orbital gap (alpha / beta)	2.97 / 6.31	eV
HOMO level (alpha / beta)	0.54 / -2.88	eV
energy	-9935.93172	eV

Entry 7:
Entry from the OMol25 dataset: a single C6H11NO molecule (the ωB97M-V functional and the def2-TZVPD basis).

```
19
Properties=species:S:1:pos:R:3
C -2.71 2.96 -0.23
N -1.52 2.80 -0.60
C -0.67 1.88 0.04
C -0.64 0.57 -0.16
C 0.46 -0.30 0.37
C 0.30 -1.82 0.16
C 1.55 -2.46 -0.40
O 2.55 -2.47 0.63
H -3.15 2.41 0.61
H -3.37 3.66 -0.74
H 0.10 2.42 0.60
H -1.49 0.12 -0.66
H 1.45 0.04 0.10
H 0.58 -0.10 1.45
H -0.49 -1.98 -0.56
H 0.13 -2.32 1.11
H 1.95 -1.90 -1.26
H 1.34 -3.45 -0.80
H 3.29 -2.98 0.29
```

## Properties
energy above the lowest of the compared OMol25 structures with the same formula, charge and spin	2.4334	eV
charge	0
frontier orbital gap	9.54	eV
HOMO level	-8.55	eV
energy	-9936.02102	eV

Entry 8:
Entry from the OMol25 dataset: a single C6H11NO molecule (the ωB97M-V functional and the def2-TZVPD basis).

```
19
Properties=species:S:1:pos:R:3
C -0.72 -1.17 -1.37
C -1.62 -0.03 0.70
C 0.00 1.18 -0.93
C 1.07 0.11 0.15
C -0.57 -0.03 -0.39
N 1.25 0.77 1.38
C 1.96 -0.81 -0.27
O -0.25 2.33 -0.30
H -0.86 2.25 0.47
H 0.94 1.71 1.55
H 2.08 0.47 1.87
H -0.01 -1.09 -2.19
H -1.71 -1.10 -1.81
H -0.62 -2.14 -0.88
H -2.59 0.20 0.28
H -1.67 -1.01 1.17
H -1.40 0.69 1.49
H 1.80 -1.42 -1.14
H 2.91 -0.91 0.22
```

## Properties
energy above the lowest of the compared OMol25 structures with the same formula, charge and spin	4.4646	eV
charge	0
frontier orbital gap	8.18	eV
HOMO level	-7.53	eV
energy	-9933.98980	eV

Entry 9:
Entry from the OMol25 dataset: 2 unconnected molecules or ions with the total composition C6H11NO (the ωB97M-V functional and the def2-TZVPD basis).

```
19
Properties=species:S:1:pos:R:3
C 2.40 0.42 -0.92
N 1.53 0.72 0.00
C 0.45 1.53 -0.41
C -0.34 2.12 0.72
O 0.08 1.60 -1.57
H 3.39 0.08 -0.61
H 2.19 0.51 -1.99
H -0.02 1.73 1.69
H -1.40 1.88 0.59
H -0.20 3.21 0.72
C -1.37 -1.31 1.50
C -0.50 -1.36 0.49
C -0.78 -1.89 -0.87
H -2.39 -1.67 1.41
H -1.09 -0.84 2.44
H 0.57 -0.68 0.50
H 0.14 -1.79 -1.48
H -1.10 -2.94 -0.83
H -1.55 -1.31 -1.38
```

## Properties
energy above the lowest of the compared OMol25 structures with the same formula, charge and spin	3.0675	eV
charge	0
frontier orbital gap	8.88	eV
HOMO level	-9.37	eV
energy	-9935.38691	eV

Entry 10:
Entry from the OMol25 dataset: a single C6H11NO molecule (the ωB97M-V functional and the def2-TZVPD basis).

```
19
Properties=species:S:1:pos:R:3
C -0.08 -2.27 0.15
C -1.77 0.89 0.78
C 2.57 1.95 -0.10
C -0.94 -1.20 -0.41
C -0.84 0.16 -0.16
C 1.29 1.25 -0.12
O -1.78 -1.52 -1.44
N 0.68 0.46 0.55
H -1.62 -2.42 -1.74
H -0.70 0.76 -1.13
H -0.59 -2.87 0.90
H 0.26 -2.94 -0.64
H 0.79 -1.81 0.62
H -1.69 0.49 1.79
H -1.52 1.95 0.80
H -2.79 0.76 0.43
H 3.11 1.70 0.82
H 3.18 1.64 -0.95
H 2.42 3.03 -0.15
```

## Properties
energy above the lowest of the compared OMol25 structures with the same formula, charge and spin	4.8217	eV
charge	0
frontier orbital gap (alpha / beta)	6.93 / 7.66	eV
HOMO level (alpha / beta)	-6.51 / -6.77	eV
energy	-9933.63278	eV

Entry 11:
Entry from the OMol25 dataset: a single C6H11NO molecule (the ωB97M-V functional and the def2-TZVPD basis).

```
19
Properties=species:S:1:pos:R:3
N -1.12 -0.25 1.29
C -0.69 0.44 0.18
C 0.29 1.44 0.04
C 1.64 0.63 -0.10
O 1.39 -0.56 0.50
C 0.41 -1.44 -0.32
C -0.37 -0.43 -1.10
C -1.69 0.16 -0.67
H -0.47 -0.70 1.96
H -1.69 0.41 1.90
H 0.21 2.06 -0.83
H 0.30 2.27 0.86
H 1.51 0.64 -1.42
H 2.59 1.01 0.37
H 0.98 -2.29 -0.94
H 0.22 -2.09 0.52
H 0.02 0.12 -1.90
H -2.07 0.86 -1.38
H -2.43 -0.72 -0.39
```

## Properties
energy above the lowest of the compared OMol25 structures with the same formula, charge and spin	7.2259	eV
charge	0
frontier orbital gap	9.47	eV
HOMO level	-8.43	eV
energy	-9931.22854	eV

Entry 12:
Entry from the OMol25 dataset: a molecular structure, C6H11NO (the ωB97M-V functional and the def2-TZVPD basis).

```
19
Properties=species:S:1:pos:R:3
C -0.45 -0.65 -0.43
C -0.04 2.19 1.83
C 0.29 -1.56 -2.06
C -0.09 -1.54 0.74
C 0.24 0.53 -0.61
C -0.91 1.42 0.87
N 1.17 1.23 -1.00
O -2.10 1.47 0.84
H -1.50 -0.59 -0.69
H 1.71 0.90 -1.79
H -0.64 2.89 2.42
H 0.47 1.49 2.49
H 0.72 2.72 1.25
H 0.96 -1.46 1.00
H -0.33 -2.44 -2.10
H 1.34 -1.81 -1.88
H 0.16 -0.94 -2.95
H -0.70 -1.28 1.61
H -0.29 -2.58 0.47
```

## Properties
energy above the lowest of the compared OMol25 structures with the same formula, charge and spin	4.6611	eV
charge	0
frontier orbital gap	8.14	eV
HOMO level	-7.26	eV
energy	-9933.79336	eV

> What is the energy above the lowest of the compared OMol25 structures with the same formula, charge and spin in the sixth record?

0.9633 eV